Computed, not measured: a structure of composition C16H28KN6SbSe4 in a non-equilibrium geometry, with ωB97M-V/def2-TZVPD.

Structure (XYZ):
```
56
Properties=species:S:1:pos:R:3:forces:R:3
K 0.5857 -2.0403 0.0989 -0.3 0.0 -0.4
C -1.3240 -2.0696 -2.8522 0.5 0.6 0.1
N -0.4513 -0.9048 -3.1211 0.1 -0.5 0.0
C 0.5912 -1.1479 -4.0889 -0.5 -1.0 -0.1
C -0.4681 0.2307 -2.3382 0.5 -1.2 -2.0
N -0.8381 0.1281 -1.1410 -0.8 0.9 1.6
C -1.3200 1.2451 -0.4187 0.1 -1.0 0.3
C -2.5292 1.8502 -0.7180 -0.9 -0.8 -0.7
C -3.0608 2.8360 0.0800 0.2 1.1 0.8
C -2.4359 3.2276 1.2703 0.3 -1.3 -1.0
C -1.3029 2.5074 1.6277 1.2 0.4 1.2
C -0.6999 1.5404 0.8084 0.6 0.1 0.0
N 0.5726 0.9789 1.0204 0.1 0.0 0.4
C 1.0071 0.4550 2.1574 -3.0 1.1 -1.8
N 0.1806 -0.0609 3.0662 -0.7 -0.6 1.2
C -1.0571 -0.8248 2.7157 2.4 -1.4 -0.9
C 0.6672 -0.3524 4.4094 2.3 -0.6 -0.2
N 2.3151 0.4901 2.4282 2.2 0.6 -0.1
C 3.0236 -0.7718 2.6579 1.3 0.6 -2.7
C 3.0661 1.4228 1.5944 0.0 0.7 0.4
N 0.0154 1.3342 -3.0254 -0.1 -0.2 0.6
C 0.6629 2.3722 -2.3068 1.3 0.6 0.2
C -0.5026 1.6853 -4.3124 -1.1 -0.8 1.1
H -1.9219 -2.2870 -3.7383 -0.1 0.0 -0.1
H -1.9546 -1.8440 -2.0069 -0.3 0.1 0.2
H -0.7602 -2.9620 -2.5786 0.2 -0.1 0.0
H 0.1757 -1.1888 -5.0850 -0.3 -0.5 -0.6
H 1.1744 -2.0553 -3.8799 -0.5 -0.2 0.0
H 1.3218 -0.4037 -4.1743 0.9 1.6 0.4
H -3.2177 1.3942 -1.4631 1.0 0.5 0.1
H -3.9356 3.3677 -0.2303 -0.6 0.0 -0.1
H -2.8455 3.9892 1.9054 -0.1 0.2 0.2
H -0.7829 2.7467 2.5849 -0.4 -0.2 -0.7
H -1.3450 -0.7011 1.6621 -0.1 0.3 0.6
H -1.8066 -0.5889 3.4215 -1.0 0.3 0.5
H -0.7371 -1.9120 2.7962 -0.7 0.9 0.1
H 1.5430 0.3702 4.6837 -1.8 -1.2 -0.4
H 1.0761 -1.4183 4.4405 -0.5 1.2 0.2
H -0.1551 -0.3026 5.1003 -0.3 0.2 0.4
H 2.3222 -1.5620 2.6724 -0.6 -1.1 0.6
H 3.7174 -0.7564 3.4840 0.0 0.0 0.4
H 3.6387 -0.9805 1.6815 -0.8 0.2 1.7
H 2.4359 2.2892 1.2719 0.6 -0.9 0.5
H 3.4083 0.8946 0.7085 0.2 0.1 -0.4
H 3.9407 1.7679 2.1690 -0.1 -0.1 -0.2
H 1.2291 1.9282 -1.4804 -0.1 0.2 0.0
H 0.0533 3.1784 -1.9152 -0.7 0.0 0.3
H 1.3524 2.9109 -2.9835 0.1 -0.5 0.1
H -1.3779 1.0834 -4.5183 0.0 -0.4 -0.3
H 0.2008 1.5994 -5.0949 0.9 0.0 -1.0
H -0.8758 2.6634 -4.1865 -0.4 1.6 -0.5
Se -2.5803 -3.7280 0.9049 0.2 0.0 -0.1
Sb -0.5607 -5.1845 1.0294 -0.6 -0.5 0.1
Se 0.5247 -5.0545 -1.1934 0.2 -0.1 -0.3
Se 1.0159 -3.9298 2.4553 0.6 0.1 0.8
Se -0.9712 -7.4555 1.9448 0.1 0.4 -0.3
```
Positions in Å, forces in eV/Å.

- Kohn-Sham gap (Ha) = 0.1563
- relative energy (zero: lowest compared OMol25 entry of this formula, charge and spin) (eV) = 0.000
- total charge = -2

Charges per atom according to natural (NBO) partitioning, unit e: 0.856, -0.444, -0.444, -0.409, 0.628, -0.564, 0.092, -0.247, -0.249, -0.245, -0.270, 0.224, -0.681, 0.631, -0.432, -0.458, -0.426, -0.453, -0.425, -0.400, -0.474, -0.408, -0.396, 0.173, 0.251, 0.256, 0.171, 0.213, 0.199, 0.212, 0.191, 0.199, 0.200, 0.233, 0.196, 0.281, 0.202, 0.229, 0.199, 0.260, 0.194, 0.178, 0.234, 0.181, 0.178, 0.236, 0.183, 0.176, 0.215, 0.178, 0.187, -0.977, 1.086, -0.997, -1.050, -0.869